C24H54AsBrNO5 | ωB97M-V/def2-TZVPD

Output
**Electronic energy**: -6187.32139 Ha
**HOMO-LUMO gap**: 4.758 eV
**HOMO energy**: -2.6 eV
**Charge**: -1

Geometry (Å):
N (2.167, -0.716, 2.347)
C (1.912, -0.830, 0.863)
As (0.965, -2.552, 0.307)
C (-0.511, -2.343, 1.695)
C (-1.451, -1.127, 1.498)
C (-2.550, -1.333, 0.428)
Br (-2.307, -0.229, -1.205)
H (2.047, 0.257, 2.596)
H (3.142, -0.905, 2.518)
H (1.418, 0.091, 0.518)
H (2.910, -0.873, 0.386)
H (0.121, -1.756, -0.761)
H (2.054, -2.796, -0.808)
H (1.835, -3.350, 1.385)
H (0.263, -3.906, -0.154)
H (-1.105, -3.276, 1.719)
H (-0.046, -2.241, 2.686)
H (-0.866, -0.231, 1.273)
H (-1.979, -0.943, 2.445)
H (-2.666, -2.367, 0.116)
H (-3.498, -0.998, 0.853)
C (-3.713, -6.826, 2.162)
C (-3.723, -7.003, 3.671)
C (-2.566, -6.113, 4.094)
O (-2.496, -5.050, 3.142)
C (-3.331, -5.362, 2.024)
H (-4.664, -7.063, 1.684)
H (-2.940, -7.458, 1.717)
H (-4.662, -6.622, 4.085)
H (-3.604, -8.038, 3.995)
H (-1.615, -6.657, 4.067)
H (-2.698, -5.696, 5.094)
H (-4.215, -4.714, 2.067)
H (-2.790, -5.150, 1.100)
C (-2.961, 3.682, -1.462)
C (-3.327, 5.123, -1.783)
C (-2.191, 5.889, -1.124)
O (-1.041, 5.040, -1.176)
C (-1.445, 3.715, -1.561)
H (-3.412, 2.954, -2.133)
H (-3.264, 3.437, -0.441)
H (-3.309, 5.281, -2.864)
H (-4.309, 5.421, -1.415)
H (-2.411, 6.100, -0.071)
H (-1.969, 6.832, -1.627)
H (-1.111, 3.543, -2.591)
H (-0.963, 2.983, -0.915)
C (6.210, -2.044, -2.185)
C (6.616, -2.815, -0.940)
C (5.263, -3.177, -0.347)
O (4.361, -3.316, -1.445)
C (4.969, -2.803, -2.628)
H (6.983, -2.007, -2.954)
H (5.944, -1.018, -1.917)
H (7.159, -3.722, -1.223)
H (7.242, -2.244, -0.253)
H (4.885, -2.381, 0.304)
H (5.285, -4.107, 0.223)
H (5.231, -3.651, -3.275)
H (4.253, -2.172, -3.157)
C (5.917, 1.377, 4.819)
C (6.264, 1.172, 3.352)
C (6.457, -0.334, 3.284)
O (5.587, -0.900, 4.268)
C (5.087, 0.139, 5.116)
H (5.381, 2.304, 5.019)
H (6.829, 1.372, 5.423)
H (5.420, 1.470, 2.725)
H (7.144, 1.727, 3.026)
H (7.486, -0.616, 3.534)
H (6.213, -0.747, 2.304)
H (4.033, 0.302, 4.869)
H (5.155, -0.178, 6.158)
C (-6.187, 7.292, -6.216)
C (-6.523, 5.846, -6.542)
C (-5.587, 5.091, -5.613)
O (-5.408, 5.916, -4.456)
C (-5.930, 7.222, -4.719)
H (-6.975, 7.998, -6.477)
H (-5.275, 7.590, -6.739)
H (-7.564, 5.637, -6.278)
H (-6.380, 5.586, -7.591)
H (-4.607, 4.935, -6.076)
H (-5.984, 4.122, -5.309)
H (-6.860, 7.339, -4.151)
H (-5.218, 7.974, -4.377)

C24H54Cl12N6O8 | ωB97M-V/def2-TZVPD

Output
**Electronic energy**: -7399.42040 Ha
**HOMO-LUMO gap**: 8.886 eV
**HOMO energy**: -8.8 eV
**Charge**: 0

Geometry (Å):
O (-4.310, 4.427, -3.081)
C (-4.697, 3.859, -4.089)
N (-5.949, 3.702, -4.526)
C (-3.738, 3.094, -5.008)
H (-6.719, 4.123, -4.025)
H (-6.132, 3.140, -5.345)
H (-2.779, 3.077, -4.490)
H (-3.731, 3.692, -5.919)
H (-4.025, 2.083, -5.300)
O (2.665, 10.532, -5.447)
C (2.948, 9.398, -5.083)
N (3.491, 9.190, -3.916)
C (2.672, 8.187, -6.082)
H (4.048, 8.350, -3.849)
H (3.717, 10.049, -3.435)
H (3.607, 7.678, -6.315)
H (2.348, 8.394, -7.102)
H (2.000, 7.454, -5.636)
O (-4.908, 6.729, 5.564)
C (-5.252, 7.496, 4.646)
N (-5.377, 8.758, 4.956)
C (-5.541, 7.019, 3.200)
H (-5.316, 9.402, 4.181)
H (-5.256, 9.048, 5.916)
H (-6.607, 6.842, 3.064)
H (-4.915, 6.130, 3.123)
H (-5.158, 7.689, 2.430)
O (-3.391, 12.047, 1.624)
C (-2.283, 12.249, 2.001)
N (-2.051, 13.195, 2.912)
C (-1.210, 11.292, 1.569)
H (-2.862, 13.740, 3.165)
H (-1.145, 13.635, 2.979)
H (-1.518, 10.246, 1.571)
H (-0.328, 11.419, 2.196)
H (-0.864, 11.594, 0.580)
C (9.412, 3.676, -0.467)
Cl (9.110, 2.198, 0.589)
Cl (8.567, 3.525, -2.044)
Cl (11.210, 4.083, -0.642)
H (9.014, 4.474, 0.161)
C (-0.822, -8.345, 2.093)
Cl (-1.257, -7.131, 3.386)
Cl (-0.476, -9.929, 2.781)
Cl (0.607, -7.792, 1.265)
H (-1.611, -8.599, 1.385)
C (0.490, 0.314, 8.889)
Cl (0.688, -1.410, 9.073)
Cl (1.888, 1.053, 7.926)
Cl (0.245, 0.853, 10.523)
H (-0.423, 0.418, 8.303)
C (7.127, -8.687, 0.634)
Cl (8.832, -8.652, 0.675)
Cl (6.556, -9.939, 1.705)
Cl (6.413, -8.901, -1.051)
H (6.811, -7.700, 0.969)
C (-1.372, -4.900, -6.312)
O (-2.292, -5.674, -5.515)
C (-2.261, -5.306, -4.147)
C (-3.224, -6.226, -3.323)
N (-3.006, -7.624, -3.476)
C (-4.181, -8.426, -3.038)
C (-3.695, -9.833, -3.089)
O (-4.709, -10.765, -2.573)
C (-4.095, -11.966, -2.342)
H (-0.329, -5.034, -6.025)
H (-1.734, -3.873, -6.358)
H (-1.438, -5.124, -7.376)
H (-2.695, -4.318, -3.996)
H (-1.273, -5.266, -3.688)
H (-4.151, -5.946, -3.823)
H (-3.252, -6.101, -2.241)
H (-2.836, -7.807, -4.455)
H (-5.091, -8.340, -3.632)
H (-4.327, -8.186, -1.985)
H (-2.756, -9.916, -2.542)
H (-3.459, -10.193, -4.090)
H (-3.397, -11.896, -1.508)
H (-3.703, -12.277, -3.310)
H (-4.891, -12.648, -2.043)
C (1.755, 2.122, 1.450)
O (2.086, 0.787, 1.029)
C (1.184, -0.173, 1.528)
C (1.751, -1.651, 1.624)
N (2.968, -1.480, 2.441)
C (3.753, -2.719, 2.726)
C (4.730, -2.496, 3.900)
O (5.308, -3.645, 4.517)
C (4.357, -4.376, 5.381)
H (2.385, 2.926, 1.069)
H (2.108, 2.302, 2.465)
H (0.761, 2.525, 1.257)
H (0.357, -0.107, 0.821)
H (0.886, 0.030, 2.557)
H (1.902, -2.093, 0.638)
H (0.969, -2.128, 2.214)
H (3.405, -0.654, 2.058)
H (4.179, -3.182, 1.836)
H (3.009, -3.412, 3.118)
H (4.250, -1.965, 4.722)
H (5.603, -1.928, 3.577)
H (4.199, -3.594, 6.123)
H (5.013, -5.172, 5.734)
H (3.439, -4.738, 4.919)

C24H54Cl18O18S6 | ωB97M-V/def2-TZVPD

Output
**Structure (SMILES)**: CCOS(C)(=O)=O.CCOS(C)(=O)=O.CCOS(C)(=O)=O.CCOS(C)(=O)=O.CCOS(C)(=O)=O.CCOS(C)(=O)=O.ClC(Cl)Cl.ClC(Cl)Cl.ClC(Cl)Cl.ClC(Cl)Cl.ClC(Cl)Cl.ClC(Cl)Cl
**Electronic energy**: -12973.62773 Ha
**HOMO-LUMO gap**: 11.032 eV
**HOMO energy**: -10.9 eV
**Charge**: 0

Geometry (Å):
O (-0.928, -5.558, -3.422)
S (-1.271, -4.267, -2.978)
O (-0.233, -3.310, -2.869)
O (-2.364, -3.729, -3.863)
C (-2.733, -2.301, -3.817)
C (-3.597, -2.032, -5.074)
C (-2.282, -4.477, -1.509)
H (-1.829, -1.672, -3.732)
H (-3.398, -2.216, -2.960)
H (-4.275, -1.166, -5.019)
H (-4.302, -2.855, -5.274)
H (-3.083, -1.847, -6.017)
H (-1.645, -4.976, -0.765)
H (-3.029, -5.234, -1.720)
H (-2.679, -3.541, -1.066)
O (-0.632, -0.044, 1.061)
S (-0.557, -0.166, -0.365)
O (-1.635, -0.864, -1.069)
O (-0.635, 1.286, -0.902)
C (-0.715, 1.506, -2.310)
C (-0.756, 2.874, -2.812)
C (0.952, -0.831, -0.857)
H (-1.627, 1.095, -2.638)
H (0.098, 1.008, -2.852)
H (-0.785, 2.752, -3.886)
H (0.149, 3.458, -2.573)
H (-1.669, 3.377, -2.518)
H (0.950, -1.915, -0.539)
H (1.683, -0.289, -0.286)
H (1.041, -0.710, -1.909)
O (4.025, -2.744, 4.317)
S (3.140, -2.760, 3.225)
O (3.629, -2.614, 1.884)
O (2.243, -4.054, 3.243)
C (1.745, -4.729, 4.440)
C (1.168, -6.078, 4.104)
C (1.990, -1.479, 3.445)
H (1.022, -4.038, 4.914)
H (2.552, -4.892, 5.106)
H (0.429, -6.361, 4.807)
H (1.841, -6.902, 4.044)
H (0.636, -6.034, 3.191)
H (1.585, -1.729, 4.416)
H (1.296, -1.474, 2.608)
H (2.496, -0.501, 3.530)
O (-1.569, 6.579, 3.746)
S (-0.899, 5.554, 4.433)
O (-1.263, 5.112, 5.727)
O (-0.736, 4.309, 3.486)
C (-1.048, 2.913, 3.895)
C (0.144, 2.272, 4.562)
C (0.889, 6.046, 4.539)
H (-1.311, 2.399, 3.000)
H (-1.878, 2.938, 4.570)
H (-0.088, 1.224, 4.624)
H (0.290, 2.662, 5.574)
H (1.071, 2.419, 4.029)
H (1.405, 5.250, 5.099)
H (0.968, 7.005, 5.009)
H (1.247, 6.097, 3.478)
O (2.496, 1.636, -2.894)
S (3.952, 1.471, -2.822)
O (4.786, 2.546, -2.320)
O (4.137, 0.122, -2.025)
C (5.526, -0.153, -1.461)
C (5.471, -0.009, 0.082)
C (4.538, 0.956, -4.452)
H (6.190, 0.579, -1.942)
H (5.834, -1.157, -1.823)
H (4.870, -0.821, 0.524)
H (4.959, 0.887, 0.355)
H (6.457, -0.051, 0.538)
H (4.583, 1.835, -5.037)
H (3.803, 0.337, -4.927)
H (5.522, 0.521, -4.480)
O (-1.637, -1.517, 4.106)
S (-2.369, -2.590, 3.496)
O (-2.394, -3.869, 4.096)
O (-3.835, -2.098, 3.353)
C (-4.654, -1.829, 4.507)
C (-6.048, -1.614, 3.989)
C (-1.794, -2.743, 1.815)
H (-4.266, -0.907, 4.943)
H (-4.600, -2.667, 5.216)
H (-6.050, -0.841, 3.199)
H (-6.622, -1.337, 4.850)
H (-6.529, -2.474, 3.532)
H (-0.675, -2.737, 1.845)
H (-2.034, -1.876, 1.233)
H (-2.297, -3.680, 1.551)
C (1.754, 3.668, -0.053)
Cl (0.266, 4.318, 0.562)
Cl (2.626, 2.593, 1.119)
Cl (2.805, 4.995, -0.618)
H (1.623, 3.124, -0.992)
C (-5.445, 3.846, -4.640)
Cl (-4.322, 2.824, -5.587)
Cl (-6.749, 2.831, -4.083)
Cl (-5.959, 5.148, -5.741)
H (-4.936, 4.310, -3.802)
C (1.942, -2.676, -4.676)
Cl (3.612, -2.490, -5.175)
Cl (1.221, -4.002, -5.541)
Cl (1.119, -1.094, -4.932)
H (1.871, -2.976, -3.640)
C (-3.252, 3.076, 0.233)
Cl (-4.030, 2.374, 1.731)
Cl (-2.994, 4.794, 0.272)
Cl (-4.300, 2.600, -1.115)
H (-2.291, 2.565, 0.124)
C (-1.168, 6.941, -3.914)
Cl (-0.334, 6.398, -2.483)
Cl (-2.484, 5.924, -4.361)
Cl (-0.093, 7.119, -5.305)
H (-1.562, 7.953, -3.762)
C (5.683, -3.937, -0.154)
Cl (5.739, -5.745, -0.044)
Cl (4.501, -3.326, -1.294)
Cl (7.243, -3.134, -0.510)
H (5.363, -3.687, 0.828)

C24H54F4KN5O8S4 | ωB97M-V/def2-TZVPD

Output
**2S+1**: 2
**<S²>**: 0.762
**Electronic energy**: -4413.49580 Ha
**HOMO-LUMO gap (alpha / beta)**: 8.908 / 4.533 eV
**HOMO energy (alpha / beta)**: -17.3 / -17.3 eV
**Charge**: +3

Geometry (Å):
K (0.870, 3.338, -1.364)
C (-4.070, 3.157, -1.949)
C (-3.764, 2.554, -3.362)
C (-2.727, 1.459, -3.125)
N (-2.877, 0.260, -4.254)
C (-4.075, -0.640, -3.938)
C (-2.980, 0.724, -5.761)
C (-2.589, -0.588, -6.558)
C (-1.725, -1.494, -5.536)
C (-1.632, -0.758, -4.238)
H (-3.162, 3.630, -1.575)
H (-4.130, 2.417, -1.151)
H (-4.969, 3.766, -2.046)
H (-3.290, 3.327, -3.967)
H (-4.728, 2.324, -3.814)
H (-2.831, 0.896, -2.198)
H (-1.723, 1.835, -3.321)
H (-4.914, 0.045, -3.819)
H (-3.773, -0.950, -2.938)
H (-4.167, -1.306, -4.796)
H (-3.966, 1.178, -5.864)
H (-2.276, 1.543, -5.908)
H (-3.378, -1.275, -6.863)
H (-1.946, -0.429, -7.424)
H (-2.100, -2.491, -5.303)
H (-0.717, -1.689, -5.903)
H (-1.578, -1.349, -3.324)
H (-0.712, -0.178, -4.312)
C (3.604, -0.130, -0.817)
C (3.354, 0.712, 0.435)
C (4.604, 1.158, 1.174)
N (4.346, 1.968, 2.441)
C (3.693, 0.986, 3.544)
C (3.532, 3.194, 2.074)
C (3.856, 4.098, 3.226)
C (5.327, 3.894, 3.385)
C (5.694, 2.521, 2.883)
H (4.264, -0.959, -0.560)
H (4.094, 0.284, -1.698)
H (2.782, -0.809, -1.047)
H (2.643, 0.153, 1.043)
H (2.773, 1.632, 0.378)
H (5.189, 1.691, 0.424)
H (5.026, 0.198, 1.473)
H (2.792, 0.691, 3.006)
H (3.630, 1.492, 4.507)
H (4.383, 0.146, 3.465)
H (2.513, 2.809, 2.029)
H (3.865, 3.664, 1.149)
H (3.212, 3.763, 4.039)
H (3.631, 5.162, 3.152)
H (5.487, 3.952, 4.462)
H (5.951, 4.624, 2.869)
H (6.195, 1.911, 3.635)
H (6.393, 2.530, 2.046)
C (-1.171, -3.067, 4.995)
C (-0.735, -4.028, 3.899)
C (-1.592, -3.789, 2.674)
N (-1.472, -4.910, 1.574)
C (-0.122, -4.836, 0.939)
C (-1.787, -6.272, 2.071)
C (-2.101, -7.183, 0.883)
C (-2.873, -6.238, -0.031)
C (-2.511, -4.749, 0.428)
H (-1.419, -2.146, 4.468)
H (-0.479, -2.847, 5.807)
H (-2.133, -3.328, 5.437)
H (-0.843, -5.056, 4.245)
H (0.240, -3.627, 3.622)
H (-1.383, -2.803, 2.258)
H (-2.651, -3.867, 2.920)
H (0.089, -3.928, 0.374)
H (-0.046, -5.730, 0.320)
H (0.703, -5.055, 1.617)
H (-0.889, -6.460, 2.658)
H (-2.731, -6.269, 2.616)
H (-1.187, -7.534, 0.404)
H (-2.681, -8.100, 0.986)
H (-2.689, -6.406, -1.092)
H (-3.948, -6.376, 0.082)
H (-2.028, -4.348, -0.463)
H (-3.405, -4.198, 0.721)
N (-0.458, 1.387, -0.133)
S (-0.682, -0.243, -0.413)
O (-2.041, -0.704, -0.843)
O (-0.046, -1.136, 0.585)
F (0.174, -0.461, -1.808)
S (-1.302, 1.546, 1.165)
O (-1.042, 0.633, 2.290)
O (-2.544, 2.290, 1.145)
F (-0.401, 2.726, 1.696)
N (2.082, 5.265, 0.236)
S (0.840, 6.263, 0.810)
O (0.325, 7.245, -0.099)
O (0.882, 6.374, 2.232)
F (-0.432, 5.208, 0.757)
S (3.009, 6.420, 0.102)
O (3.529, 6.893, 1.367)
O (2.746, 7.195, -1.127)
F (4.305, 5.601, -0.480)